C8H4ClNO4S3 | ωB97M-V/def2-TZVPD

Structure (ORCA input):
```
! wB97M-V def2-TZVPD RIJCOSX def2/J DEFGRID3
* xyz 0 1
O -4.029 -0.255 0.190
O 2.553 2.260 -0.358
O 1.226 1.426 -2.243
S 3.528 -2.601 -0.909
Cl -2.770 -1.591 2.457
O -3.164 1.586 -0.940
S 2.530 -1.074 1.231
C -3.041 0.477 -0.095
C 3.046 -1.114 -0.417
C -0.198 -1.258 1.752
C -0.684 0.768 -0.065
C -1.572 -0.913 1.438
C 0.825 -0.647 1.121
C -1.752 0.143 0.483
C 0.535 0.364 0.214
N 2.922 -0.008 -1.275
S 1.803 1.163 -0.932
H -4.141 1.757 -1.156
H 0.050 -2.047 2.467
H -0.877 1.714 -0.750
H 3.211 -0.149 -2.215
*
```

Properties
Energy above the lowest of the compared OMol25 structures with the same formula, charge and spin (kcal/mol): 36.6